Record 1
{"formula": "C3H9N", "method": "ωB97M-V/def2-TZVPD", "orbital_gap_ha": 0.2822, "lumo_energy_ha": -0.014, "e_above_lowest_kj_mol": 671.1, "symbols": ["C", "N", "C", "C", "H", "H", "H", "H", "H", "H", "H", "H", "H"], "xyz": [[2.4062, -0.0805, 0.9715], [-0.6023, -0.5855, 0.5317], [-1.8417, -0.7919, 0.1898], [-0.1480, -0.2124, -0.6365], [1.6748, -0.4102, 1.6695], [3.0554, -0.8437, 0.6466], [1.7359, 0.0881, 0.0602], [-2.3989, -1.6478, -0.1369], [2.8939, 0.8136, 1.3397], [-2.6229, -0.0808, 0.5496], [-1.3602, 6.4781, -4.7519], [-0.5535, 6.2495, -4.7287], [-0.7076, -0.0396, -1.5190]], "atomic_forces_ev_per_a": [[-1.7263, 0.9345, -1.5657], [3.7321, -1.0325, 1.9363], [-3.5895, 1.9451, -1.0408], [-1.0989, 0.0749, 1.5931], [-0.1767, -0.5469, 0.9267], [1.0553, -0.9060, 0.1138], [1.1955, 0.4798, 1.0041], [0.9783, -1.1317, -0.5344], [0.1490, 0.0848, -0.2471], [0.8765, 0.2644, -0.4948], [2.5616, -0.7259, 0.0735], [-2.5616, 0.7256, -0.0733], [-1.3953, -0.1661, -1.6914]], "mulliken_charge": [-0.79, -0.27, -0.28, -0.27, 0.26, 0.26, 0.08, 0.27, 0.26, 0.21, 0.00, 0.00, 0.27]}

=====

Record 2
{"formula": "C12H38Cl2F6N5O6", "method": "ωB97M-V/def2-TZVPD", "orbital_gap_ha": [0.2937, 0.1123], "multiplicity": 2, "charge": 4, "lumo_energy_ha": [-0.410, -0.591], "symbols": ["N", "H", "H", "H", "H", "N", "H", "H", "H", "H", "N", "H", "H", "H", "H", "N", "H", "H", "H", "H", "N", "H", "H", "H", "H", "O", "C", "C", "O", "H", "H", "H", "H", "C", "C", "O", "C", "O", "C", "F", "F", "F", "H", "H", "H", "H", "H", "C", "C", "O", "C", "O", "C", "F", "F", "F", "H", "H", "H", "H", "H", "Cl", "C", "C", "Cl", "H", "H", "H", "H"], "xyz": [[2.8079, -1.7593, 2.5263], [2.2766, -1.4467, 3.3264], [3.7821, -1.8729, 2.7670], [2.6077, -1.0599, 1.8257], [2.4728, -2.6426, 2.1689], [1.4571, 2.1084, 2.8677], [1.1378, 3.0427, 2.6552], [0.5812, 1.6119, 2.7881], [1.9210, 2.0685, 3.7640], [2.0173, 1.7607, 2.1026], [-2.7712, -0.4326, 3.1923], [-2.0820, -0.1093, 2.5285], [-2.2643, -0.6078, 4.0481], [-3.2884, -1.2247, 2.8384], [-3.4763, 0.2726, 3.3524], [3.0359, 2.8483, -0.5009], [4.0312, 2.9986, -0.5836], [2.7951, 1.9253, -0.1691], [2.6836, 2.9403, -1.4430], [2.5525, 3.4969, 0.1038], [-1.8422, 3.4923, 1.8114], [-2.0029, 3.7669, 0.8528], [-2.7621, 3.5776, 2.2195], [-1.1127, 4.0177, 2.2718], [-1.5971, 2.5170, 1.7182], [-0.8356, 0.8668, 1.6985], [-0.4491, 0.4309, 0.4693], [0.9428, -0.1791, 0.1062], [2.1511, 0.3454, 0.7323], [-0.6565, 1.1538, -0.3197], [-1.1397, -0.3573, 0.1698], [1.0629, -0.3600, -0.9620], [0.9894, -1.2471, 0.3191], [-1.0108, -5.1667, -0.6862], [-0.2119, -4.3725, 0.3012], [-0.7929, -4.4956, 1.6821], [-0.0509, -4.4735, 2.8523], [1.1883, -4.3732, 2.8873], [-0.8929, -4.7936, 4.1124], [-2.2633, -4.7439, 3.9649], [-0.5225, -5.9988, 4.6223], [-0.5852, -3.8190, 4.9714], [-0.8271, -4.7352, -1.6702], [-2.0835, -5.0782, -0.5148], [-0.8419, -6.2432, -0.6580], [-0.2945, -3.3396, -0.0371], [0.8401, -4.6115, 0.1456], [-0.6213, 5.2871, -2.7538], [-0.0397, 4.0983, -2.1554], [0.0864, 3.1150, -3.1980], [1.3125, 2.6726, -3.6262], [2.4478, 3.0616, -3.1776], [1.2233, 1.5154, -4.5782], [1.2691, 0.4167, -3.7737], [0.1001, 1.3924, -5.2681], [2.2935, 1.5209, -5.4115], [-0.1799, 5.5876, -3.7040], [-0.7308, 6.1400, -2.0840], [-1.6097, 4.8949, -2.9935], [-0.7475, 3.7013, -1.4277], [0.8960, 4.2574, -1.6194], [-2.9842, -0.5520, -4.4113], [-1.6793, -0.9455, -3.2037], [-1.1713, -2.3252, -3.4950], [-2.3686, -3.4843, -3.8379], [-2.1522, -0.9406, -2.2216], [-0.9095, -0.1738, -3.2135], [-0.5404, -2.6311, -2.6605], [-0.5715, -2.3074, -4.4049]], "atomic_forces_ev_per_a": [[-0.1781, -0.5367, 0.5023], [-0.0902, -0.5682, 0.5686], [0.5139, 0.2149, 0.0075], [0.3494, 1.6949, -1.6381], [-0.4527, -0.8366, 0.2997], [-0.3636, 1.3093, 0.3816], [0.6517, 0.6762, 0.2692], [-1.0940, -1.6445, -0.1791], [0.1216, 0.0359, 0.4138], [0.6623, -1.2202, -1.2109], [-0.9863, -0.1813, 0.5674], [1.3694, 0.9870, -1.4808], [-0.1869, -0.5309, 0.5652], [0.0765, -0.8183, 0.1351], [-0.1749, 0.4774, 0.2497], [-0.0105, 0.4808, 0.0741], [0.5561, 0.1817, 0.4390], [-0.0869, -2.0135, 0.6774], [-0.4349, 0.2916, -1.2727], [0.4446, 0.5816, -0.0044], [-0.9738, 0.6292, -0.8391], [0.3418, 0.7951, -0.5396], [-0.2525, 0.3244, 0.8663], [-0.2296, 0.5165, 0.1470], [0.9530, -2.4637, 0.2945], [0.2202, 1.1755, 2.1649], [0.0643, -0.9959, -2.2226], [1.8231, -0.4926, 1.9445], [-1.3733, 0.8610, -0.2800], [0.0983, 0.9449, -0.2176], [-0.2429, -0.6854, -0.3148], [-0.2273, 1.2635, -0.7339], [-0.6592, -0.5800, 0.9757], [-1.1160, -0.6093, 0.3654], [0.0486, 0.3562, 0.2201], [1.1937, 0.2241, 0.8757], [2.4650, -1.1088, -3.3753], [-3.5563, 0.4818, 0.1585], [-0.9205, -0.8745, 0.8304], [2.0781, -0.2796, -0.3030], [-0.6899, 1.8479, -0.9094], [0.0678, 0.0316, 0.4054], [0.2797, -0.3838, -0.1578], [-0.1021, 0.2745, 0.1402], [0.4110, 0.1310, -0.2043], [-0.1651, 0.4446, 0.7197], [0.1030, -0.3244, 1.1003], [-1.5420, 0.8622, -0.9724], [1.3298, -0.5306, 0.9731], [2.1575, -1.6978, -0.9101], [2.2974, 3.4923, 3.4390], [-4.8814, -1.6526, -1.6776], [1.2497, -1.0653, -1.7550], [0.3394, -0.0492, 0.0102], [0.1447, 0.5377, 0.0336], [-1.6161, -0.1337, 1.1972], [0.3138, 0.0863, 0.2682], [0.1305, -0.0900, -0.0037], [-0.4177, 0.8064, -0.3759], [-0.0181, -0.4702, 0.0016], [0.3073, -0.0537, -0.3677], [0.5130, -0.6991, 0.1898], [-1.0702, -0.0790, 0.6425], [2.0217, 1.5175, -0.5982], [-1.7911, -0.4173, -0.0949], [-0.2425, 0.1730, -0.1273], [-0.0209, -0.1749, -0.3961], [0.1186, -0.4920, -0.0503], [0.3510, 0.0447, 0.0980]], "mulliken_charge": [-0.20, 0.38, 0.42, 0.10, 0.27, -0.25, 0.34, 0.09, 0.40, 0.27, -0.31, 0.01, 0.38, 0.40, 0.38, -0.12, 0.41, 0.21, 0.11, 0.40, -0.21, 0.34, 0.43, 0.33, 0.06, -0.85, 0.23, 0.55, -1.25, -0.07, 0.07, 0.15, -0.44, -1.21, 0.63, -0.28, 0.38, -0.62, 0.82, -0.21, -0.19, -0.23, 0.18, 0.35, 0.39, -0.40, 0.38, -1.25, 0.22, -0.22, 0.42, -0.71, 0.87, -0.23, -0.22, -0.20, 0.36, 0.36, 0.35, -0.02, 0.25, 0.11, 0.22, -0.21, 0.22, 0.23, -0.15, 0.21, 0.37]}

=====

Record 3
{"formula": "C2H5N", "method": "ωB97M-V/def2-TZVPD", "orbital_gap_ha": [0.3406, 0.3646], "smiles": "[H]/N=C/C", "lumo_energy_ha": [0.007, 0.010], "e_above_lowest_kj_mol": 312.4, "symbols": ["C", "C", "N", "H", "H", "H", "H", "H"], "xyz": [[-0.2527, 0.4648, 0.0853], [0.9290, -0.4433, 0.0771], [-1.7870, -0.1626, 0.0795], [-0.0860, 1.4744, 0.1128], [0.6964, -1.5380, -0.1908], [1.5521, -0.2562, 0.9008], [1.3412, -0.0362, -0.8184], [-2.3930, 0.4972, -0.2462]], "atomic_forces_ev_per_a": [[-8.5708, -6.1979, 0.3748], [-2.6506, -1.2257, -1.4988], [10.4702, -0.1555, 0.7437], [0.0575, 2.5792, -0.1551], [0.1935, 1.7271, 1.0057], [1.0630, -0.0883, 1.0495], [1.3350, 0.1356, -0.7939], [-1.8977, 3.2255, -0.7260]], "mulliken_charge": [-0.13, -0.74, -0.48, 0.35, 0.24, 0.31, 0.25, 0.20]}

=====

Record 4
{"formula": "CH6NO", "method": "ωB97M-V/def2-TZVPD", "orbital_gap_ha": 0.2327, "charge": -1, "lumo_energy_ha": 0.152, "e_above_lowest_kj_mol": 91.5, "symbols": ["O", "H", "C", "N", "H", "H", "H", "H", "H"], "xyz": [[1.8720, -0.1719, -1.5337], [1.1791, 0.0572, -0.9198], [-1.0647, -0.5712, 1.0171], [-0.8258, 0.7867, 0.3918], [-0.1927, -1.2053, 1.5065], [-1.4653, -1.2305, 0.2356], [-1.9323, -0.5583, 1.7209], [-0.3274, 1.4089, 1.1321], [-0.0680, 0.8225, -0.2506]], "atomic_forces_ev_per_a": [[0.3088, -0.0021, -0.2753], [-0.1116, -0.1312, 0.2474], [0.4571, -0.8423, -0.1845], [0.4947, 0.7403, 3.7880], [-1.3478, 1.7223, -0.9181], [0.3937, 0.1883, -0.1235], [0.8561, 0.5409, -0.1558], [-1.5432, -1.2992, -1.1087], [0.4922, -0.9171, -1.2697]], "mulliken_charge": [-1.15, 0.12, -0.68, -0.60, 0.23, 0.28, 0.31, 0.23, 0.27]}

=====

Record 5
{"formula": "C27H17BrN6OPtS2", "method": "ωB97M-V/def2-TZVPD", "orbital_gap_ha": 0.2303, "charge": 2, "lumo_energy_ha": -0.268, "e_above_lowest_kj_mol": 137.6, "symbols": ["Pt", "Br", "C", "C", "C", "C", "O", "C", "C", "N", "C", "C", "C", "C", "C", "C", "C", "C", "N", "C", "C", "H", "H", "H", "H", "H", "H", "H", "H", "H", "H", "N", "C", "C", "C", "C", "C", "C", "N", "C", "C", "C", "S", "C", "N", "H", "H", "H", "H", "H", "H", "H", "S", "C", "N"], "xyz": [[-0.1883, -0.2656, 0.0917], [-5.5995, 2.4968, 3.9052], [-4.0313, 2.2294, 2.9045], [-3.7669, 3.0554, 1.7921], [-2.6373, 2.8927, 1.0277], [-1.7286, 1.8556, 1.2976], [-0.7135, 1.7034, 0.4691], [-1.9764, 1.0533, 2.4535], [-1.0021, 0.1190, 2.8707], [0.0197, -0.1693, 2.1120], [1.2337, -0.7066, 2.6020], [1.6309, -0.7724, 3.9097], [2.8779, -1.3546, 4.2271], [3.7097, -1.8230, 3.2476], [3.3545, -1.6773, 1.8860], [4.1651, -2.0788, 0.8035], [3.7248, -1.8916, -0.4771], [2.4901, -1.2738, -0.7010], [1.7361, -0.8341, 0.2928], [2.1238, -1.0776, 1.5869], [-3.1329, 1.2670, 3.2517], [-4.4742, 3.8356, 1.5402], [-2.4291, 3.5477, 0.1915], [-1.0343, -0.2766, 3.8846], [1.0079, -0.3808, 4.7030], [3.1717, -1.4243, 5.2652], [4.6516, -2.2934, 3.4968], [5.1187, -2.5538, 0.9979], [4.3052, -2.2118, -1.3303], [2.1245, -1.1258, -1.7032], [-3.2888, 0.6651, 4.1392], [-1.3106, 0.3910, -3.8090], [0.0268, 0.6298, -4.1175], [0.6547, 0.8814, -5.3323], [2.0066, 1.1373, -5.2817], [2.6997, 1.1786, -4.0599], [2.0728, 0.9161, -2.8609], [0.7176, 0.5841, -2.9065], [-0.2169, 0.2767, -1.9017], [-1.3991, 0.2131, -2.4910], [-2.5658, -0.0268, -1.6676], [-3.8929, 0.0260, -1.9316], [-4.7718, -0.3854, -0.5287], [-3.3362, -0.5843, 0.3405], [-2.2595, -0.3591, -0.3657], [-2.0752, 0.3716, -4.4650], [0.1088, 0.8915, -6.2664], [2.5406, 1.3484, -6.1979], [3.7485, 1.4433, -4.0620], [2.5989, 1.0218, -1.9226], [-4.3922, 0.2806, -2.8531], [-3.3272, -0.8865, 1.3756], [1.1264, -4.4651, 0.3845], [0.2754, -3.1763, 0.1684], [-0.4721, -2.2374, 0.0142]], "atomic_forces_ev_per_a": [[-1.1640, 0.4732, 0.4211], [0.0008, 0.0049, 0.0074], [-0.0446, 0.1226, -0.0754], [-0.0068, 0.0006, 0.0300], [-0.0114, 0.1104, 0.0398], [0.1122, -0.0489, 0.0854], [0.5147, 0.2596, -0.2061], [-0.2122, -0.1640, -0.1616], [0.3125, 0.6216, -0.0151], [-0.4797, -1.4484, 0.3403], [-0.1433, 0.1978, -0.0648], [0.0108, -0.1125, 0.0778], [-0.0504, 0.0078, -0.0301], [-0.0241, -0.0089, 0.0205], [0.0683, 0.0740, 0.0222], [0.0216, -0.0475, 0.0095], [0.0255, 0.0145, -0.0141], [0.0232, 0.0725, 0.1211], [0.6516, 0.3453, 0.0725], [-0.0186, 0.0380, -0.1518], [0.1864, -0.0476, -0.0623], [0.0159, 0.0039, 0.0120], [-0.0380, -0.0301, 0.0018], [0.1325, 0.1901, 0.0604], [0.0198, -0.0573, 0.0188], [-0.0136, -0.0126, -0.0040], [0.0113, 0.0410, 0.0107], [0.0011, 0.0174, -0.0014], [-0.0098, -0.0010, 0.0021], [-0.0475, -0.1192, -0.0101], [0.0045, -0.0300, -0.0340], [0.0717, 0.1571, -0.0948], [-0.0658, -0.1318, -0.0269], [-0.0603, 0.0453, -0.0004], [0.0312, 0.0385, 0.0036], [-0.0038, 0.0065, -0.0176], [-0.0394, 0.1121, 0.0349], [-0.1206, 0.0637, 0.1853], [0.1201, -0.5435, -0.4629], [-0.0497, -0.1035, 0.0752], [0.0951, -0.0667, -0.0774], [-0.0431, -0.0702, 0.0097], [-0.0401, -0.0325, 0.0183], [0.0253, -0.2018, -0.0347], [-0.0908, 0.6750, 0.1952], [-0.0149, 0.0181, -0.0001], [0.0086, 0.0118, 0.0217], [0.0013, -0.0169, 0.0079], [-0.0179, 0.0057, 0.0052], [0.0221, -0.0103, -0.0321], [0.0140, -0.0331, 0.0072], [0.0053, 0.0279, -0.0434], [0.1750, -0.1892, 0.0084], [-0.5310, 0.4334, -0.0242], [0.6587, -0.6628, -0.2803]], "mulliken_charge": [0.51, -0.11, -0.42, -0.37, -0.61, 0.99, -0.86, -0.22, -0.10, 0.08, 0.89, -0.70, -1.00, -0.93, 0.45, -0.67, -1.23, -0.20, 0.59, 0.43, -0.44, 0.48, 0.50, 0.49, 0.45, 0.42, 0.46, 0.49, 0.48, 0.95, 0.54, -0.02, 0.47, -1.06, -0.58, -0.83, -0.33, 0.22, 0.09, 0.35, -0.11, -0.35, -0.05, -0.37, 0.24, 0.25, 0.45, 0.42, 0.46, 0.72, 0.44, 0.45, -0.29, 0.79, -0.71]}

=====

Which formula does entry 3 have? C2H5N

=====

Which formula does entry 2 have? C12H38Cl2F6N5O6